Formula: C38H40BrKN4OS
Source: OMol25
Level of theory: ωB97M-V/def2-TZVPD

Structure (XYZ):
```
86
Properties=species:S:1:pos:R:3
K 0.2793 0.3886 -0.4797
Br -4.6928 6.5593 -0.6156
C -3.5129 5.1044 -0.9242
C -3.5853 4.3944 -2.1304
C -2.7291 3.3589 -2.3718
C -1.7304 2.9334 -1.4290
O -0.9099 2.0288 -1.7151
C -1.7190 3.6519 -0.1675
C -0.8693 3.3826 0.9596
N -0.1697 2.3310 1.2247
C 0.4572 2.2565 2.4722
C -0.0865 2.8053 3.6165
C 0.5446 2.7038 4.8681
C 1.7209 2.0285 5.0023
C 2.2980 1.4038 3.8741
C 3.4898 0.6543 3.9742
C 3.9978 0.0405 2.8661
C 3.2963 0.1825 1.6542
N 2.1942 0.8731 1.5203
C 1.6722 1.4977 2.6035
C -2.5915 4.7450 0.0192
H -4.3149 4.6812 -2.8776
H -2.7642 2.8297 -3.3160
H -0.8609 4.2155 1.6750
H -1.0426 3.3074 3.5558
H 0.0739 3.1636 5.7279
H 2.2138 1.9414 5.9627
H 3.9801 0.5761 4.9373
H 4.9067 -0.5445 2.8987
H 3.6707 -0.3078 0.7589
H -2.5390 5.2991 0.9497
C -2.7382 -0.2013 1.8138
C -1.7122 -0.7950 2.7330
C -1.6914 -0.4856 4.0853
C -0.7058 -0.9903 4.9212
C 0.2747 -1.8191 4.4094
C 0.2849 -2.1682 3.0615
C 1.3698 -3.0364 2.4901
C -0.7224 -1.6600 2.2419
N -0.6778 -1.8506 0.8462
C -1.0265 -2.9060 0.2451
C -1.5712 -4.1364 0.9149
C -0.9065 -2.9141 -1.2739
C -0.9960 -4.2454 -1.9643
N -0.7480 -1.7956 -1.8425
C -0.6120 -1.6646 -3.2446
C 0.6508 -1.7906 -3.8268
C 1.8695 -2.0895 -3.0044
C 0.7579 -1.5887 -5.1999
C -0.3482 -1.2513 -5.9612
C -1.5822 -1.0930 -5.3518
C -1.7337 -1.2867 -3.9851
C -3.0419 -1.0508 -3.2903
H -3.4321 0.4259 2.3714
H -3.3146 -0.9691 1.2937
H -2.2676 0.4227 1.0497
H -2.4488 0.1800 4.4817
H -0.6941 -0.7216 5.9694
H 1.0592 -2.1962 5.0549
H 2.2146 -3.0936 3.1753
H 1.7294 -2.6414 1.5377
H 1.0217 -4.0566 2.3077
H -1.6486 -3.9865 1.9897
H -0.9289 -4.9975 0.7229
H -2.5600 -4.3797 0.5219
H -0.2067 -4.9116 -1.6096
H -0.9015 -4.1304 -3.0419
H -1.9473 -4.7306 -1.7431
H 1.7269 -2.9309 -2.3242
H 2.1744 -1.2237 -2.4070
H 2.7056 -2.3319 -3.6607
H 1.7277 -1.6964 -5.6718
H -0.2451 -1.0964 -7.0271
H -2.4433 -0.8009 -5.9401
H -3.7994 -0.7175 -3.9976
H -2.9217 -0.2822 -2.5226
H -3.4113 -1.9527 -2.7968
C 3.5744 1.0122 -3.5781
S 2.5599 1.7844 -2.3066
C 3.8786 2.3574 -1.2245
H 4.2601 1.7323 -4.0245
H 2.9040 0.6483 -4.3563
H 4.1468 0.1688 -3.1896
H 4.5148 1.5359 -0.8945
H 3.4107 2.8036 -0.3489
H 4.4908 3.1091 -1.7223
```

The calculation puts the HOMO energy at -6.46 eV. The energy above the lowest of the compared OMol25 structures with the same formula, charge and spin is 0.0 kcal per mole. The HOMO-LUMO gap comes out at 0.2383 Eh. Its total energy is -145268.18773 eV.

Results of the Mulliken charge analysis, in e, for atoms 1 through 4:
1. K 0.81
2. Br -0.25
3. C -0.39
4. C -0.28

***

Formula: C5H8O
Source: OMol25
Level of theory: ωB97M-V/def2-TZVPD

Structure (XYZ):
```
14
Properties=species:S:1:pos:R:3
C 1.8961 -0.3667 0.7870
C 2.0081 -0.0672 -0.5027
C -1.5213 0.3437 -0.9266
C -1.5089 -0.7006 0.1589
O -1.3473 0.3819 1.1336
C -1.3678 1.2383 0.0521
H 2.3662 -1.2505 1.2132
H 1.3112 0.2500 1.4648
H 2.5762 -0.6910 -1.1875
H 1.5310 0.8129 -0.9266
H -1.6004 0.3458 -2.0019
H -0.6396 -1.3619 0.1929
H -2.4388 -1.2435 0.3487
H -1.2647 2.3089 0.1942
```

The calculation puts the HOMO energy at -8.95 eV. The energy above the lowest of the compared OMol25 structures with the same formula, charge and spin is 74.7 kcal per mole. The HOMO-LUMO gap comes out at 0.3733 Eh. Its total energy is -7359.01511 eV.

Results of the Mulliken charge analysis, in e, for atoms 1 through 4:
1. C -0.56
2. C -0.41
3. C -0.42
4. C -0.15

***

Formula: C40H37F5N4NdO6PS4
Source: OMol25
Level of theory: ωB97M-V/def2-TZVPD

Structure (XYZ):
```
98
Properties=species:S:1:pos:R:3
Nd 0.1284 0.1899 -0.5861
C -4.3112 0.2193 1.1747
C -4.3153 1.3998 2.0968
C -5.4797 1.6844 2.8150
C -5.5723 2.7839 3.6479
C -4.4826 3.6324 3.7792
C -3.3197 3.3622 3.0802
C -3.2110 2.2538 2.2351
P -1.5812 1.9951 1.3649
C -1.3307 3.7849 0.9799
C -0.3607 4.5393 1.6331
C -0.1548 5.8728 1.3107
C -0.9320 6.4658 0.3293
C -1.9128 5.7257 -0.3129
C -2.1261 4.3858 -0.0097
C -3.2055 3.6208 -0.7216
C -0.4984 1.6682 2.7883
C -0.9953 1.3038 4.0352
C -0.1773 0.7924 5.0346
C 1.1806 0.6310 4.7648
C 1.6970 0.9649 3.5340
C 0.8903 1.4768 2.4768
C 1.4200 1.7343 1.1921
H -4.9630 -0.5742 1.5481
H -3.3103 -0.1720 1.0286
H -4.6756 0.5137 0.1889
H -6.3313 1.0204 2.7066
H -6.4872 2.9777 4.1963
H -4.5390 4.5025 4.4229
H -2.4698 4.0239 3.1868
H 0.2421 4.0719 2.4032
H 0.6178 6.4416 1.8149
H -0.7688 7.5012 0.0521
H -2.5135 6.1892 -1.0881
H -3.4288 4.0756 -1.6871
H -4.1236 3.6077 -0.1252
H -2.8995 2.5855 -0.8947
H -2.0541 1.4068 4.2383
H -0.5891 0.5214 5.9994
H 1.8365 0.2430 5.5383
H 2.7612 0.8416 3.3468
H 2.5034 1.7211 1.1153
H 0.9738 2.5391 0.6079
C -2.8950 -2.4112 2.6504
O -1.4960 -2.5431 2.9065
C -0.7256 -1.7944 2.1160
O -1.1469 -0.9286 1.3692
N 0.5843 -2.0391 2.3381
N 1.4980 -1.4749 1.4514
H -3.3760 -3.2049 3.2156
H -3.0866 -2.5282 1.5846
H -3.2501 -1.4338 2.9789
H 0.8107 -2.8885 2.8255
H 1.9243 -2.1715 0.8526
H 2.1887 -0.9409 1.9595
O -3.7513 2.6382 -6.3720
C -3.1965 2.3067 -5.3424
S -1.8033 3.1277 -4.6580
C -1.5629 2.0900 -3.2403
C -2.4304 1.0646 -3.1116
S -2.5084 -0.0699 -1.8046
S -3.6520 0.9078 -4.3815
S -0.2748 2.5355 -2.1736
C -2.7934 -3.7711 -3.1624
C -2.2095 -4.8327 -2.2345
C -0.7177 -4.6619 -1.8326
C -0.2604 -5.9654 -1.1614
C 1.1777 -5.9124 -0.6466
C 0.0891 -4.4470 -3.0975
O 0.4086 -5.3498 -3.8494
N 0.3957 -3.1473 -3.3663
C 0.2140 -2.0664 -2.4888
O 0.4978 -0.9454 -2.9081
N -0.1681 -2.2851 -1.2248
C -0.5963 -3.5022 -0.8233
O -0.8759 -3.7411 0.3492
H -3.8431 -3.9948 -3.3632
H -2.2729 -3.7549 -4.1213
H -2.7494 -2.7720 -2.7295
H -2.2972 -5.8115 -2.7156
H -2.7793 -4.8665 -1.3026
H -0.3541 -6.7664 -1.8962
H -0.9385 -6.1667 -0.3315
H 1.8746 -5.6774 -1.4534
H 1.4631 -6.8762 -0.2198
H 1.2767 -5.1516 0.1273
H 0.8593 -2.9304 -4.2356
F 2.8374 -2.7085 -1.0467
C 3.2974 -1.5173 -1.5640
C 2.6708 -0.3396 -1.2076
C 3.2626 0.7670 -1.7991
F 2.7559 1.9918 -1.5149
C 4.3507 0.7381 -2.6525
F 4.8898 1.8581 -3.1679
C 4.9120 -0.4843 -2.9715
F 5.9748 -0.5539 -3.7918
C 4.3803 -1.6314 -2.4164
F 4.9362 -2.8267 -2.7072
```

The calculation puts the HOMO energy (alpha / beta) at -1.44 / -1.45 eV. The energy above the lowest of the compared OMol25 structures with the same formula, charge and spin is 0.0 kcal per mole. As for the expectation value of S²: 3.753. As for the spin multiplicity: 4. The HOMO-LUMO gap (alpha / beta) comes out at 0.2024 / 0.2026 Eh. As for the net charge: -2. Its total energy is -141827.69951 eV.

Results of the Mulliken charge analysis, in e, for atoms 1 through 4:
1. Nd 0.25
2. C -0.70
3. C 0.71
4. C -0.71

***

Formula: C6H9NS
Source: OMol25
Level of theory: ωB97M-V/def2-TZVPD

Structure (XYZ):
```
17
Properties=species:S:1:pos:R:3
N -2.3199 0.3208 -0.1205
C -1.0459 -0.2355 0.2648
C -0.2199 -0.6297 -1.0405
C 1.0526 0.1290 -1.1731
C 1.9520 -0.3728 -0.0158
C 1.3145 -0.0630 1.1646
C -0.1287 0.7608 0.8754
S 0.6104 1.7734 -0.3504
H -2.7385 0.6833 0.8135
H -2.2026 1.1332 -0.7045
H -1.2516 -0.9339 1.0716
H 0.0287 -1.7412 -0.7206
H -0.9184 -0.9520 -2.0485
H 1.6071 0.4679 -2.1942
H 2.8172 -0.9711 0.2481
H 1.8449 -0.5935 2.0433
H -0.4020 1.2244 1.8867
```

The calculation puts the HOMO energy at -8.10 eV. The energy above the lowest of the compared OMol25 structures with the same formula, charge and spin is 87.3 kcal per mole. The HOMO-LUMO gap comes out at 0.3294 Eh. Its total energy is -18689.42554 eV.

Results of the Mulliken charge analysis, in e, for atoms 1 through 4:
1. N -0.74
2. C -0.10
3. C -0.92
4. C 0.07